1.
{"formula": "C25H28F5O2Sr", "method": "ωB97M-V/def2-TZVPD", "charge": -1, "e_above_lowest_kcal_mol": 84.0, "gap_ev": 3.58, "homo_energy_ev": -2.16, "e_tot_ha": -1649.753024, "largest_force_ev_per_a": 3.9, "e_lumo_ha": 0.052, "molar_mass_g_mol": 543.1, "elements": ["O", "C", "C", "H", "H", "C", "H", "H", "C", "H", "H", "H", "C", "H", "H", "H", "Sr", "C", "C", "C", "H", "C", "C", "H", "H", "H", "H", "C", "C", "C", "H", "C", "C", "H", "H", "H", "H", "O", "C", "C", "H", "H", "C", "H", "H", "C", "H", "H", "H", "H", "F", "C", "C", "C", "F", "C", "F", "C", "F", "C", "F"], "positions_angstrom": [[-0.215, 2.075, -1.435], [-1.629, 2.216, -2.056], [-1.064, 2.850, -3.297], [-2.217, 2.821, -1.365], [-2.069, 1.224, -2.199], [0.353, 2.813, -2.584], [-1.377, 3.876, -3.521], [-1.084, 2.255, -4.209], [0.751, 4.244, -2.171], [-0.171, 4.836, -1.980], [1.330, 4.724, -2.989], [1.371, 4.234, -1.250], [1.494, 2.056, -3.211], [1.117, 1.178, -3.723], [2.192, 1.755, -2.428], [2.047, 2.670, -3.924], [-0.157, 1.370, 0.700], [1.167, -2.470, 2.120], [-0.034, -3.077, 1.655], [0.233, -3.658, 0.388], [-0.981, -3.117, 2.175], [1.581, -3.356, 0.034], [2.157, -2.617, 1.113], [3.177, -2.237, 1.177], [1.302, -1.990, 3.075], [-0.462, -4.234, -0.202], [2.104, -3.665, -0.875], [1.599, 0.793, 3.064], [2.478, 0.946, 1.968], [2.305, 2.268, 1.457], [3.225, 0.209, 1.657], [1.287, 2.910, 2.226], [0.820, 1.961, 3.186], [0.045, 2.122, 3.932], [1.606, -0.019, 3.793], [2.921, 2.718, 0.686], [0.940, 3.934, 2.125], [-0.213, -1.658, -1.811], [0.657, -1.461, -2.968], [-0.187, -1.412, -4.240], [1.376, -2.313, -2.950], [1.277, -0.577, -2.729], [-1.427, -2.163, -3.764], [0.363, -1.911, -5.069], [-0.446, -0.336, -4.418], [-1.543, -1.552, -2.363], [-1.245, -3.250, -3.730], [-2.272, -1.927, -4.429], [-2.253, -2.052, -1.683], [-1.829, -0.483, -2.609], [0.905, -1.646, 5.197], [-0.376, -1.368, 4.781], [-0.626, -0.563, 3.716], [-1.884, -0.290, 3.323], [-2.120, 0.514, 2.206], [-2.972, -0.869, 3.984], [-4.238, -0.685, 3.584], [-2.736, -1.636, 5.115], [-3.750, -2.139, 5.839], [-1.442, -1.967, 5.475], [-1.159, -2.877, 6.428]]}



2.
{"formula": "C4H10N2O", "method": "ωB97M-V/def2-TZVPD", "charge": 0, "e_above_lowest_kcal_mol": 61.6, "gap_ev": 9.20, "homo_energy_ev": -8.40, "e_tot_ha": -343.103264, "largest_force_ev_per_a": 5.6, "smiles": "CN(C)CC(N)=O", "e_lumo_ha": 0.030, "molar_mass_g_mol": 102.1, "elements": ["C", "N", "C", "C", "C", "N", "O", "H", "H", "H", "H", "H", "H", "H", "H", "H", "H"], "positions_angstrom": [[1.961, -0.828, 0.056], [0.616, -0.336, 0.536], [-0.284, -1.208, 1.360], [-0.006, 0.290, -0.635], [-1.033, 1.196, -0.194], [-1.730, 1.904, -1.147], [-1.537, 1.242, 0.966], [2.519, 0.051, -0.411], [1.886, -1.584, -0.725], [2.725, -1.132, 0.875], [-0.028, -1.056, 2.409], [-1.382, -0.995, 1.186], [-0.078, -2.407, 1.091], [0.676, 0.907, -1.131], [-0.270, -0.522, -1.390], [-2.621, 2.242, -0.722], [-1.415, 2.237, -2.124]]}